{
  "formula": "C8H13N5O",
  "method": "ωB97M-V with the def2-TZVPD basis set",
  "fmax_ev_per_a": 6.53,
  "total_charge": 2,
  "mol_weight_g_mol": 195.2,
  "energy_ha": -660.8565,
  "multiplicity": 1,
  "smiles": "C=c1c(=C=N)/c(=N/[NH2+]C)oc(=[NH2+])n1C",
  "de_lowest_ev": 2.341,
  "homo_lumo_gap_ev": 8.4,
  "symbols": ["C", "C", "C", "C", "N", "C", "N", "N", "C", "O", "C", "N", "N", "C", "H", "H", "H", "H", "H", "H", "H", "H", "H", "H", "H", "H", "H"],
  "positions_angstrom": [[2.045, -2.272, 0.538], [1.394, -1.202, -0.002], [-0.059, -1.009, -0.207], [-1.068, -1.989, -0.217], [-2.084, -2.619, -0.253], [-0.651, 0.333, -0.087], [-1.897, 0.250, 0.055], [-2.887, 1.106, -0.344], [-4.077, 0.839, 0.529], [0.211, 1.499, -0.067], [1.475, 1.188, -0.110], [2.170, 2.240, -0.054], [2.084, 0.071, -0.296], [3.620, -0.083, -0.382], [3.143, -2.025, 0.798], [1.600, -2.999, 1.073], [-2.844, -3.152, 0.199], [-3.184, 0.879, -1.333], [-2.673, 2.087, -0.378], [-4.970, 1.316, 0.207], [-4.206, -0.170, 0.627], [-3.828, 1.128, 1.553], [1.952, 3.190, 0.102], [3.008, 1.765, -0.471], [4.027, 0.571, -1.198], [4.015, 0.039, 0.561], [3.685, -0.982, -0.843]]
}


{
  "formula": "C8H13N5O4",
  "method": "ωB97M-V with the def2-TZVPD basis set",
  "fmax_ev_per_a": 3.37,
  "mol_weight_g_mol": 243.2,
  "energy_ha": -887.1797,
  "multiplicity": 1,
  "smiles": "COc1ncc2c(no[n+]2[O-])n1.C[C@@H](O)CN",
  "de_lowest_ev": 0.000,
  "homo_lumo_gap_ev": 7.3,
  "symbols": ["C", "O", "C", "N", "C", "C", "C", "N", "O", "N", "O", "N", "H", "H", "H", "H", "C", "C", "O", "C", "N", "H", "H", "H", "H", "H", "H", "H", "H", "H"],
  "positions_angstrom": [[-3.309, 1.891, -1.224], [-2.363, 2.983, -0.982], [-1.081, 2.621, -1.035], [-0.864, 1.328, -1.311], [0.376, 0.855, -1.258], [1.402, 1.795, -1.169], [1.109, 3.190, -0.892], [2.272, 3.948, -0.828], [3.290, 3.041, -1.031], [2.749, 1.655, -1.241], [3.546, 0.745, -1.410], [-0.157, 3.581, -0.824], [-4.286, 2.385, -1.244], [-3.082, 1.385, -2.172], [-3.249, 1.144, -0.421], [0.540, -0.183, -1.521], [-0.514, -3.975, 1.651], [0.240, -2.675, 1.809], [1.626, -3.030, 1.802], [-0.015, -1.607, 0.739], [0.786, -0.431, 0.930], [-1.600, -3.862, 1.612], [-0.182, -4.492, 0.748], [-0.307, -4.638, 2.500], [-0.007, -2.240, 2.789], [2.099, -2.179, 1.903], [0.199, -2.043, -0.247], [-1.081, -1.345, 0.757], [1.540, -0.244, 0.254], [0.323, 0.396, 1.317]]
}


{
  "formula": "C8H13N5O5Pd",
  "method": "ωB97M-V with the def2-TZVPD basis set",
  "fmax_ev_per_a": 0.59,
  "total_charge": 2,
  "mol_weight_g_mol": 365.6,
  "s2": 6.02,
  "energy_ha": -1089.7892,
  "multiplicity": 5,
  "homo_lumo_gap_ev": [10.6, 5.4],
  "symbols": ["Pd", "O", "C", "C", "N", "C", "C", "O", "O", "C", "C", "O", "O", "H", "H", "H", "H", "H", "H", "H", "H", "H", "N", "C", "N", "N", "C", "N", "H", "H", "H", "H"],
  "positions_angstrom": [[-0.003, -0.352, -0.406], [0.049, 1.810, -0.188], [-0.270, 2.373, 1.107], [0.556, 1.820, 2.248], [0.300, 0.405, 2.621], [-0.944, 0.015, 3.112], [-1.989, -0.679, 1.836], [-2.690, -1.463, 2.395], [-1.834, -0.158, 0.729], [1.403, -0.405, 2.939], [2.225, -0.896, 1.483], [2.964, -1.776, 1.821], [1.953, -0.215, 0.490], [0.795, 2.284, -0.577], [-0.102, 3.448, 1.069], [-1.335, 2.210, 1.244], [1.615, 1.893, 2.009], [0.367, 2.436, 3.132], [-0.906, -0.755, 3.872], [-1.581, 0.852, 3.401], [2.225, 0.121, 3.427], [1.141, -1.318, 3.458], [-2.615, -4.995, -2.135], [-1.678, -5.437, -1.293], [-1.609, -6.730, -1.008], [-0.792, -4.641, -0.704], [-0.546, -3.416, -0.849], [-0.212, -2.295, -0.935], [-3.287, -5.611, -2.562], [-2.654, -4.020, -2.377], [-2.230, -7.408, -1.415], [-0.881, -7.046, -0.390]]
}


{
  "formula": "C8H13N6O",
  "method": "ωB97M-V with the def2-TZVPD basis set",
  "fmax_ev_per_a": 6.04,
  "total_charge": 1,
  "mol_weight_g_mol": 209.2,
  "energy_ha": -715.9279,
  "multiplicity": 1,
  "de_lowest_ev": 7.257,
  "homo_lumo_gap_ev": [7.6, 7.6],
  "symbols": ["C", "C", "C", "C", "C", "C", "C", "C", "N", "N", "N", "N", "N", "N", "O", "H", "H", "H", "H", "H", "H", "H", "H", "H", "H", "H", "H", "H"],
  "positions_angstrom": [[-0.683, 2.719, 0.589], [0.211, -1.855, 0.018], [-0.960, 0.171, 0.152], [0.277, 0.800, 0.303], [-2.042, 1.049, 0.022], [3.718, -0.580, 0.400], [2.841, 1.199, -1.005], [-2.946, -2.337, 0.479], [0.432, 2.075, 0.538], [-1.890, 2.328, 0.245], [-0.855, -1.185, -0.217], [1.386, 0.096, 0.493], [-3.362, 0.728, -0.373], [2.549, 0.211, -0.001], [-2.161, -1.773, -0.591], [-0.491, 3.803, 0.763], [0.317, -2.940, -0.050], [4.265, -0.073, 1.169], [3.288, -1.521, 0.789], [4.454, -0.719, -0.411], [2.009, 1.779, -1.239], [3.577, 1.886, -0.597], [2.989, 0.854, -2.018], [-3.570, -3.030, -0.141], [-3.502, -1.647, 1.198], [-2.306, -3.071, 0.953], [-3.592, -0.236, -0.548], [-3.954, 1.270, -0.922]]
}